1.
3 unconnected molecules or ions with the total composition C9H14O9. Source: OMol25; level of theory: the ωB97M-V functional and the def2-TZVPD basis.

E_HOMO in eV: -11.1
HOMO-LUMO gap in eV: 11.7
Total charge: 0

Last column: Löwdin charge in e.
Geometry (Å):
1 C -4.1213 -1.2221 1.5016  -0.11
2 C -4.3362 -1.8751 0.1226  -0.10
3 O -4.1344 -0.7743 -0.7489  0.07
4 C -4.3481 0.3672 -0.0918  -0.60
5 O -4.5754 1.4154 -0.5846  0.18
6 O -4.3074 0.1602 1.2440  0.05
7 H -3.2334 -1.4885 2.0716  0.12
8 H -4.9720 -1.5221 2.1242  0.13
9 H -5.2514 -2.4418 -0.0477  0.13
10 H -3.5655 -2.6353 -0.0365  0.13
11 C -0.6926 0.6143 1.8532  -0.09
12 C -0.2904 0.5452 0.3790  -0.09
13 O -0.1871 -0.8669 0.1143  0.04
14 C -0.0690 -1.5021 1.3104  -0.61
15 O 0.2164 -2.6607 1.4302  0.14
16 O -0.3565 -0.7008 2.3162  0.07
17 H -1.7250 0.8225 2.1234  0.12
18 H -0.0541 1.4048 2.2513  0.13
19 H 0.6761 1.0113 0.1924  0.11
20 H -1.0662 0.9205 -0.2875  0.13
21 C 4.3296 2.4437 -3.0816  -0.04
22 O 4.7725 1.4210 -2.1927  0.00
23 C 3.8787 0.9888 -1.3069  -0.63
24 O 2.8131 1.5043 -1.0917  0.12
25 O 4.3718 -0.0771 -0.7118  0.02
26 C 3.4815 -0.8001 0.1275  -0.03
27 H 5.1792 2.6267 -3.7407  0.09
28 H 4.1825 3.3785 -2.5447  0.10
29 H 3.5024 2.0910 -3.6902  0.10
30 H 3.9798 -1.7435 0.3487  0.10
31 H 2.5966 -1.1071 -0.4277  0.10
32 H 3.3059 -0.2976 1.0744  0.10

2.
A single C5H8N2 molecule. Source: OMol25; level of theory: the ωB97M-V functional and the def2-TZVPD basis.

E_HOMO in eV: -9.9
HOMO-LUMO gap in eV: 10.8
Total charge: 0

Last column: Löwdin charge in e.
Geometry (Å):
1 C 0.1896 -1.7379 0.8344  -0.05
2 C 0.3397 -0.6281 -0.1844  -0.29
3 C -0.8270 0.2125 -0.6024  -0.25
4 C -2.1483 -0.0609 -0.0684  -0.17
5 N -3.1941 -0.3400 0.3399  0.15
6 N 0.1856 0.7309 0.2978  -0.08
7 C 1.0210 1.8037 -0.2366  -0.08
8 H -0.6361 -1.5266 1.5202  0.08
9 H -0.0111 -2.7013 0.3517  0.08
10 H 1.1047 -1.8402 1.4266  0.08
11 H 1.0777 -0.8137 -0.9693  0.14
12 H -0.8374 0.6080 -1.6193  0.14
13 H 0.8829 1.9731 -1.3162  0.08
14 H 2.0771 1.5842 -0.0559  0.08
15 H 0.7757 2.7362 0.2818  0.08

3.
12 unconnected molecules or ions with the total composition C3H27NO13. Source: OMol25; level of theory: the ωB97M-V functional and the def2-TZVPD basis.

E_HOMO in eV: -9.9
HOMO-LUMO gap in eV: 9.8
Total charge: 0

Last column: Löwdin charge in e.
Geometry (Å):
1 C -1.0559 0.0867 2.1233  -0.30
2 N -0.4227 0.2999 0.9293  0.06
3 C 0.0530 -0.7920 0.0330  -0.11
4 C -0.9173 -1.0557 -1.0789  -0.26
5 O -0.8002 -1.9469 -1.8865  0.06
6 O -1.7112 -0.8750 2.4575  0.01
7 H -1.0272 1.0419 2.6504  0.14
8 H 0.2103 1.0665 0.7360  0.06
9 H 0.1704 -1.7132 0.6986  0.12
10 H 1.0808 -0.6741 -0.3341  0.12
11 H -1.7555 -0.3435 -1.2244  0.11
12 H 1.2192 0.5662 -2.7199  -0.02
13 H 1.4477 -1.0236 -2.9837  0.05
14 O 1.7610 -0.1278 -3.1256  -0.08
15 H 2.7723 1.7566 0.2021  0.04
16 H 1.6161 2.7618 0.7539  0.03
17 O 2.0219 1.8930 0.7741  -0.03
18 H -3.3728 -3.2448 0.8039  0.06
19 H -2.6654 -1.9301 1.2133  -0.02
20 O -3.2505 -2.3228 0.5597  -0.05
21 H -3.0592 1.6896 -1.0313  0.01
22 H -2.5250 2.7700 -1.8827  0.05
23 O -2.8005 2.6368 -0.9671  -0.07
24 H 3.1073 0.5106 -1.8036  0.02
25 H 3.6523 -0.8361 -2.4745  0.09
26 O 3.7975 -0.1479 -1.7836  -0.07
27 H -3.8932 -0.5437 0.0828  0.03
28 H -4.0966 1.0259 0.2322  0.05
29 O -3.9686 0.3068 -0.3850  -0.05
30 H -0.1990 -3.5200 1.3804  0.03
31 H -1.2170 -2.7131 2.2513  -0.01
32 O -0.9563 -3.6071 1.9816  -0.07
33 H -0.0085 2.1324 -1.6231  0.02
34 H -0.6008 1.6995 -2.9401  0.08
35 O 0.2647 1.9367 -2.5351  -0.04
36 H 2.2689 -1.7240 3.5458  0.05
37 H 2.5414 -1.2811 2.1007  0.00
38 O 1.8657 -1.7130 2.6580  -0.07
39 H -0.3925 4.1315 0.3319  0.06
40 H -1.3787 2.8752 0.3411  0.03
41 O -0.4548 3.1786 0.3264  -0.07
42 H 3.9805 -0.4586 -0.1850  -0.02
43 H 4.7817 -0.8816 1.1011  0.04
44 O 3.9165 -0.8904 0.6959  -0.08

4.
A molecular structure, C3HKMgO4. Source: OMol25; level of theory: the ωB97M-V functional and the def2-TZVPD basis.

E_HOMO in eV: -15.7
HOMO-LUMO gap in eV: 6.7
Total charge: +2

Last column: Löwdin charge in e.
Geometry (Å):
1 O 1.9709 1.1342 0.0494  -0.04
2 C 1.8003 -0.0725 0.3574  -0.56
3 O 0.6239 -0.6368 0.2422  0.09
4 O 2.7659 -0.8530 -0.0029  0.22
5 Mg 0.2830 2.2593 0.0567  1.35
6 C -0.4578 0.2551 0.1614  -0.20
7 C -1.6775 -0.1803 0.1915  -0.19
8 O -2.8360 -0.4231 0.2297  0.12
9 K -5.8897 -1.3154 -0.8462  0.98
10 H 3.4171 -0.1674 -0.4391  0.23

5.
A molecular structure, C6H5BrO2. Source: OMol25; level of theory: the ωB97M-V functional and the def2-TZVPD basis.

E_HOMO (alpha / beta) in eV: -8.8 / -8.8
HOMO-LUMO gap (alpha / beta) in eV: 7.6 / 7.6
Total charge: 0

Last column: Löwdin charge in e.
Geometry (Å):
1 C -0.5138 1.4695 0.6503  -0.01
2 C 0.8735 -0.4669 0.1490  0.13
3 C -0.3938 0.1800 0.1603  -0.31
4 C 0.9242 3.2411 0.8962  -0.54
5 C 0.4804 -1.6867 -0.4961  -0.21
6 C -0.9420 -1.5708 -0.9827  -0.22
7 O 0.6641 1.9779 1.0475  -0.27
8 O -1.4181 -0.4014 -0.4716  -0.01
9 Br 2.5258 3.4253 1.7502  0.74
10 H -1.4254 2.0484 0.7457  0.14
11 H 1.1566 -2.2241 -1.1635  0.12
12 H 0.3714 -2.3709 0.4957  0.20
13 H -0.7035 -1.3241 -2.0720  0.16
14 H -1.5996 -2.2973 -0.7090  0.10

6.
A single C9H14ClO3P molecule. Source: OMol25; level of theory: the ωB97M-V functional and the def2-TZVPD basis.

E_HOMO in eV: -7.1
HOMO-LUMO gap in eV: 7.9
Total charge: 0

Last column: Löwdin charge in e.
Geometry (Å):
1 C -0.6653 -2.1382 0.6496  -0.12
2 C -1.5428 -1.4856 -0.1826  -0.09
3 C 1.4018 -1.1455 0.8887  -0.24
4 C -1.3069 0.9588 -0.5534  -0.74
5 C 0.1478 -1.3840 1.7114  -0.27
6 C -2.0985 -0.0777 -0.2263  -0.28
7 C -3.6126 -0.0641 0.0780  -0.05
8 C 1.1331 2.8380 1.2508  -0.10
9 C 2.7062 0.6955 -2.1051  -0.04
10 O 0.0007 0.9681 -0.9982  -0.20
11 O 1.0638 1.4194 1.3122  -0.29
12 O 2.4731 0.9103 -0.6546  -0.26
13 P 1.1667 0.3553 0.0336  0.74
14 Cl -2.0378 2.4928 -0.4473  0.76
15 H -0.4133 -3.2192 0.6806  0.12
16 H -2.1365 -2.2300 -0.7440  0.10
17 H -0.2014 -0.3577 2.1864  0.15
18 H 0.4523 -2.2075 2.3186  0.08
19 H 1.5517 -1.9323 0.1586  0.04
20 H -4.0756 0.9518 0.1624  0.07
21 H -3.7063 -0.6486 0.9774  0.08
22 H -4.1402 -0.6123 -0.6209  0.05
23 H 1.9543 3.0489 1.8774  0.07
24 H 0.1473 3.1661 1.7498  0.11
25 H 1.1190 3.2479 0.2849  0.06
26 H 1.7376 1.1418 -2.6676  0.14
27 H 2.9386 -0.3953 -2.2516  0.10
28 H 3.5915 1.1575 -2.3271  0.04

Number 1: largest force on an atom 2.52 eV Å⁻¹. Number 2: largest force on an atom 1.09 eV Å⁻¹. Number 3: largest force on an atom 2.87 eV Å⁻¹. Number 4: largest force on an atom 5.50 eV Å⁻¹. Number 5: largest force on an atom 5.17 eV Å⁻¹. Number 6: largest force on an atom 4.17 eV Å⁻¹.